1.
80
Properties=species:S:1:pos:R:3:mulliken_spin:R:1 method="wB97M-V/def2-TZVPD" relative_energy_ev=3.920 fmax_ha_per_bohr=0.0414 multiplicity=2 e_homo_ev="-7.42 / -7.33" homo_lumo_gap_ha="0.2086 / 0.1790" mol_weight_da=935.85
Ir 0.15 -0.14 -0.30 0.465
Se 1.94 -0.86 1.69 0.040
P 0.48 0.17 2.92 0.014
Se -0.51 1.72 1.75 0.343
C 1.44 1.04 4.22 -0.018
C 1.27 2.38 4.51 0.013
C 1.97 2.96 5.56 0.010
C 2.83 2.19 6.32 0.000
C 3.02 0.85 6.03 0.001
C 2.32 0.27 4.98 0.003
C -0.47 -0.93 4.02 -0.011
C -0.10 -2.26 4.13 -0.007
C -0.74 -3.08 5.05 0.001
C -1.74 -2.56 5.86 0.000
C -2.11 -1.23 5.74 0.003
C -1.48 -0.41 4.82 0.003
H 0.59 2.98 3.91 0.001
H 1.83 4.01 5.79 0.000
H 3.36 2.64 7.16 0.000
H 3.70 0.25 6.62 0.000
H 2.46 -0.78 4.75 -0.001
H 0.66 -2.67 3.47 -0.001
H -0.45 -4.12 5.13 0.000
H -2.23 -3.20 6.58 0.000
H -2.89 -0.83 6.37 0.000
H -1.77 0.63 4.72 -0.001
C -2.16 1.62 -3.75 -0.001
C -1.58 0.83 -2.61 -0.004
N -0.78 1.33 -1.75 -0.002
O -0.37 2.62 -1.94 0.001
C -1.94 -0.55 -2.44 0.026
C -3.00 -1.22 -3.27 0.006
N -1.25 -1.23 -1.58 -0.019
O -1.39 -2.43 -1.34 0.009
H -1.60 2.55 -3.88 0.000
H -3.20 1.86 -3.52 0.000
H -2.14 1.04 -4.67 0.000
H 0.17 2.82 -1.17 0.002
H -3.89 -0.60 -3.33 0.001
H -3.25 -2.16 -2.79 0.000
H -2.62 -1.43 -4.27 0.001
C 4.12 -1.58 -2.71 0.002
Si 2.27 -1.46 -2.32 -0.023
C 1.83 -2.87 -1.14 0.020
C 1.15 -1.58 -3.86 0.003
N 1.88 0.05 -1.51 0.014
C 2.55 1.24 -1.60 -0.012
C 3.38 1.57 -2.70 0.004
C 4.07 2.76 -2.74 -0.003
C 3.97 3.69 -1.71 0.008
C 3.12 3.42 -0.65 -0.003
C 2.43 2.22 -0.59 0.015
H 4.46 -2.61 -2.62 0.000
H 4.70 -0.97 -2.01 0.000
H 4.36 -1.24 -3.72 0.000
H 1.88 -3.83 -1.66 0.004
H 0.82 -2.79 -0.73 -0.011
H 2.53 -2.91 -0.30 0.001
H 1.70 -1.95 -4.72 0.000
H 0.73 -0.61 -4.11 -0.001
H 0.33 -2.27 -3.66 0.001
H 3.43 0.88 -3.53 0.000
H 4.70 2.98 -3.59 0.000
H 4.53 4.61 -1.75 0.000
H 3.00 4.14 0.15 0.000
H 1.79 2.01 0.26 0.015
O -2.30 -2.79 1.96 0.003
C -2.21 -1.76 1.32 0.005
O -1.12 -1.03 1.28 0.067
C -3.42 -1.23 0.58 0.003
C -4.50 -2.09 0.38 0.000
C -5.62 -1.66 -0.31 0.000
C -5.69 -0.35 -0.78 0.000
C -4.63 0.52 -0.57 0.003
C -3.50 0.07 0.11 0.003
H -4.44 -3.10 0.77 0.000
H -6.44 -2.34 -0.49 0.000
H -6.57 -0.02 -1.32 0.000
H -4.67 1.54 -0.93 0.000
H -2.67 0.75 0.27 0.001



2.
69
Properties=species:S:1:pos:R:3:lowdin_charge:R:1 method="wB97M-V/def2-TZVPD" relative_energy_ev=1.691 fmax_ha_per_bohr=0.0386 e_homo_ev=-5.21 homo_lumo_gap_ha=0.2760 mol_weight_da=643.91 total_charge=-1
K 0.28 -0.37 1.24 0.761
C 4.75 -1.60 0.74 -0.039
N 3.89 -1.13 1.82 -0.130
C 3.71 -2.03 2.94 -0.028
C 3.04 -0.09 1.68 -0.467
O 2.23 0.23 2.54 -0.027
C 3.17 0.71 0.39 -0.141
O 2.24 1.76 0.42 -0.110
C 2.12 2.34 -0.85 -0.137
C 1.09 3.45 -0.80 -0.408
O 0.47 3.72 0.21 0.060
N 0.87 4.10 -1.98 -0.154
C 1.56 3.86 -3.23 -0.053
C -0.16 5.12 -2.05 -0.071
H 5.35 -2.42 1.12 0.087
H 5.43 -0.81 0.41 0.087
H 4.17 -1.94 -0.12 0.068
H 3.34 -3.00 2.60 0.094
H 2.98 -1.60 3.62 0.090
H 4.66 -2.17 3.46 0.085
H 2.98 0.04 -0.45 0.084
H 4.20 1.09 0.29 0.141
H 1.79 1.58 -1.57 0.128
H 3.09 2.75 -1.18 0.137
H 2.29 3.06 -3.13 0.077
H 2.07 4.77 -3.55 0.089
H 0.84 3.58 -4.00 0.093
H -0.65 5.19 -1.08 0.079
H -0.90 4.86 -2.81 0.061
H 0.28 6.10 -2.30 0.087
C -4.33 -0.32 1.17 -0.534
C -3.74 0.84 1.96 -0.488
S -2.15 1.48 1.33 0.882
C -2.63 3.11 0.67 -0.525
C -3.35 3.11 -0.67 -0.525
S -2.32 2.44 -2.03 0.859
C -3.26 0.96 -2.55 -0.546
C -3.41 -0.16 -1.52 -0.506
S -4.92 0.07 -0.50 0.852
H -5.20 -0.72 1.69 0.068
H -3.59 -1.11 1.07 0.032
H -3.53 0.50 2.97 0.066
H -4.44 1.68 2.01 0.071
H -1.66 3.61 0.58 0.029
H -3.23 3.62 1.41 0.076
H -3.61 4.13 -0.94 0.065
H -4.25 2.51 -0.64 0.014
H -2.68 0.59 -3.40 0.065
H -4.23 1.28 -2.92 0.061
H -2.55 -0.22 -0.85 0.040
H -3.52 -1.11 -2.03 0.071
O 0.67 -0.46 -0.95 -0.591
S 1.26 -1.75 -1.35 0.808
O 2.65 -1.55 -1.79 -0.474
O 1.54 -2.57 0.24 -0.280
C 0.81 -3.72 0.34 -0.305
C 0.71 -4.64 -0.71 -0.043
C -0.02 -5.80 -0.58 -0.107
C -0.66 -6.09 0.62 -0.110
C -0.56 -5.20 1.67 -0.036
C 0.16 -4.01 1.55 -0.338
S -1.42 -2.25 2.50 0.749
O 0.15 -3.10 2.57 -0.259
O -1.53 -1.93 1.06 -0.558
O -1.16 -1.04 3.28 -0.512
H 1.23 -4.42 -1.63 0.093
H -0.09 -6.49 -1.41 0.092
H -1.23 -7.00 0.74 0.091
H -1.07 -5.38 2.61 0.111



3.
89
Properties=species:S:1:pos:R:3:mulliken_spin:R:1 method="wB97M-V/def2-TZVPD" relative_energy_ev=1.576 fmax_ha_per_bohr=0.0810 multiplicity=2 e_homo_ev="-7.37 / -7.36" homo_lumo_gap_ha="0.2467 / 0.2141" mol_weight_da=1215.19
Ir -0.60 -0.83 1.29 0.150
S 1.84 -0.14 2.81 0.150
P 1.92 1.08 1.26 0.118
C 0.79 0.31 0.19 0.363
P 1.37 -0.99 -0.85 0.017
S 0.71 -2.62 0.11 0.036
C 3.12 -1.16 -1.30 0.032
C 3.60 -0.75 -2.54 -0.006
C 4.94 -0.91 -2.84 0.001
C 5.81 -1.46 -1.91 -0.001
C 5.33 -1.86 -0.67 0.001
C 3.98 -1.72 -0.36 0.003
C 0.58 -0.75 -2.46 -0.002
C 0.48 -1.83 -3.34 -0.007
C -0.08 -1.65 -4.59 0.001
C -0.54 -0.39 -4.97 0.001
C -0.45 0.68 -4.10 0.014
C 0.12 0.50 -2.84 0.091
C 3.60 1.39 0.63 -0.015
C 3.83 1.97 -0.61 0.013
C 5.12 2.28 -1.00 0.008
C 6.19 2.01 -0.16 0.000
C 5.96 1.42 1.08 0.002
C 4.67 1.11 1.47 0.005
C 1.37 2.79 1.55 0.008
C 1.14 3.65 0.47 0.014
C 0.80 4.97 0.71 0.005
C 0.47 5.38 1.98 0.001
C 0.39 4.43 3.04 0.003
C 1.14 3.23 2.83 0.000
H 2.93 -0.32 -3.28 0.001
H 5.32 -0.60 -3.81 0.000
H 6.86 -1.57 -2.14 0.000
H 6.00 -2.29 0.06 0.000
H 3.60 -2.04 0.60 -0.001
H 0.84 -2.81 -3.03 0.000
H -0.16 -2.49 -5.27 0.000
H -0.97 -0.25 -5.95 0.000
H -0.81 1.65 -4.39 0.001
H 0.18 1.33 -2.14 -0.036
H 3.01 2.18 -1.29 0.001
H 5.30 2.73 -1.97 0.000
H 7.20 2.25 -0.47 0.000
H 6.79 1.21 1.74 0.000
H 4.48 0.65 2.43 -0.004
H 1.27 3.30 -0.55 -0.012
H 0.77 5.67 -0.12 0.000
H 0.17 6.40 2.18 0.000
H 0.52 4.87 4.02 0.000
H 1.40 2.61 3.68 0.002
Cl -0.77 0.14 4.81 0.001
C -1.18 1.29 3.60 -0.006
C -1.31 0.93 2.21 0.010
C -1.77 2.00 1.43 0.000
Cl -2.16 1.74 -0.24 0.003
C -1.93 3.31 1.87 0.007
Cl -2.55 4.54 0.85 0.000
C -1.49 3.68 3.17 -0.001
Cl -2.45 5.00 3.87 0.000
C -1.35 2.58 4.06 0.000
Cl -1.07 2.97 5.72 0.000
C -2.78 -0.91 -1.70 -0.001
P -2.48 -1.48 0.01 0.021
C -4.11 -1.17 0.77 0.000
C -4.30 -0.30 1.83 0.001
C -5.57 -0.03 2.30 0.000
C -6.67 -0.64 1.72 0.000
C -6.50 -1.53 0.68 0.000
C -5.23 -1.80 0.20 -0.001
C -2.53 -3.29 -0.30 -0.001
C -1.88 -3.80 -1.43 0.002
C -1.82 -5.16 -1.66 0.000
C -2.40 -6.04 -0.77 0.000
C -3.08 -5.55 0.34 -0.001
C -3.15 -4.19 0.57 -0.001
H -3.50 -1.60 -2.14 -0.001
H -1.87 -0.93 -2.29 0.000
H -3.18 0.09 -1.70 0.000
H -3.44 0.16 2.30 -0.002
H -5.70 0.66 3.13 0.000
H -7.67 -0.42 2.09 0.000
H -7.35 -2.02 0.23 0.000
H -5.10 -2.51 -0.61 0.000
H -1.42 -3.12 -2.13 -0.001
H -1.31 -5.53 -2.54 0.000
H -2.33 -7.11 -0.93 0.000
H -3.55 -6.23 1.03 0.000
H -3.70 -3.82 1.42 0.001
I -1.64 -2.52 3.08 0.015



4.
39
Properties=species:S:1:pos:R:3:lowdin_charge:R:1 method="wB97M-V/def2-TZVPD" relative_energy_ev=1.366 fmax_ha_per_bohr=0.0518 e_homo_ev=-10.43 homo_lumo_gap_ha=0.3906 mol_weight_da=306.27 smiles="C[C@H]1COC(=O)O1.C[C@H]1COC(=O)O1.C[C@H]1COC(=O)O1"
C -5.19 -1.37 -1.23 -0.035
C -6.45 -0.57 -1.43 -0.304
C -7.69 -1.27 -2.03 -0.110
O -8.70 -1.08 -1.08 0.078
C -8.27 -0.24 -0.11 -0.563
O -8.98 0.25 0.71 0.179
O -6.93 -0.13 -0.16 0.089
H -5.23 -2.19 -0.50 0.092
H -4.34 -0.78 -0.85 0.072
H -4.69 -1.74 -2.13 0.089
H -6.21 0.32 -2.02 0.151
H -7.53 -2.33 -2.24 0.132
H -7.86 -0.90 -3.04 0.130
C 6.13 2.23 1.41 -0.015
C 6.08 0.91 0.64 -0.257
C 6.49 1.02 -0.83 -0.103
O 7.29 -0.13 -1.07 0.086
C 7.83 -0.47 0.11 -0.600
O 8.70 -1.29 0.20 0.145
O 7.25 0.15 1.12 0.072
H 6.50 3.01 0.76 0.077
H 6.60 2.07 2.39 0.091
H 5.21 2.59 1.88 0.081
H 5.22 0.27 0.84 0.145
H 6.89 2.02 -1.02 0.127
H 5.58 0.97 -1.42 0.131
C -1.07 -1.03 0.44 -0.033
C -0.33 0.27 0.74 -0.287
C 0.56 0.12 1.98 -0.099
O 1.85 0.50 1.54 0.064
C 1.86 0.69 0.19 -0.550
O 2.81 1.01 -0.44 0.173
O 0.63 0.43 -0.30 0.077
H -1.86 -1.34 1.13 0.090
H -0.42 -1.91 0.51 0.091
H -1.58 -1.00 -0.52 0.077
H -0.95 1.16 0.69 0.156
H 0.56 -0.92 2.31 0.128
H 0.23 0.71 2.84 0.135



5.
37
Properties=species:S:1:pos:R:3:lowdin_charge:R:1 method="wB97M-V/def2-TZVPD" relative_energy_ev=0.000 fmax_ha_per_bohr=0.0643 e_homo_ev=-9.95 homo_lumo_gap_ha=0.3514 mol_weight_da=475.45
K -0.32 0.43 0.04 0.899
C -1.79 1.24 -3.60 -0.689
F -2.99 1.75 -3.72 0.171
F -1.12 1.46 -4.72 0.156
F -1.11 1.81 -2.61 0.114
S -1.93 -0.63 -3.35 0.664
O -3.10 -0.98 -4.10 -0.256
O -0.68 -1.21 -3.68 -0.263
N -2.20 -0.61 -1.64 -0.390
S -2.82 -2.02 -1.34 0.558
O -4.20 -1.96 -0.93 -0.268
O -2.45 -3.07 -2.27 -0.290
C -1.98 -2.51 0.29 -0.668
F -0.64 -2.44 0.29 0.093
F -2.39 -1.54 1.15 0.072
F -2.37 -3.70 0.67 0.188
C -4.37 1.99 -0.57 -0.136
O -2.96 1.90 -0.66 -0.194
H -4.61 3.02 -0.29 0.079
H -4.88 1.74 -1.50 0.084
H -4.75 1.38 0.26 0.081
H -2.75 0.99 -0.95 -0.033
O 4.20 1.52 1.22 -0.260
S 3.12 1.22 2.12 0.595
O 1.76 1.32 1.63 -0.379
O 3.35 -0.20 2.75 -0.258
C 3.58 -1.30 1.84 -0.223
C 5.01 -1.38 1.34 -0.070
C 3.23 2.25 3.59 -0.088
H 2.89 -1.24 0.99 0.114
H 3.33 -2.19 2.41 0.125
H 5.68 -0.89 2.06 0.087
H 5.20 -0.96 0.36 0.077
H 5.37 -2.41 1.37 0.081
H 4.24 2.24 3.98 0.077
H 2.59 1.76 4.32 0.074
H 2.83 3.21 3.27 0.076



6.
21
Properties=species:S:1:pos:R:3:lowdin_charge:R:1 method="wB97M-V/def2-TZVPD" relative_energy_ev=3.231 fmax_ha_per_bohr=0.0670 e_homo_ev=-8.32 homo_lumo_gap_ha=0.3248 mol_weight_da=132.16 smiles="C=C([O-])[NH2+][C@@](C)(O)CN"
C 0.26 -2.75 1.24 -0.050
C 0.18 -2.12 0.02 -0.462
O -0.41 -2.12 -1.01 0.057
N 0.87 -0.56 0.48 0.086
C 0.17 0.68 0.09 -0.582
C -1.30 0.59 0.48 -0.001
O 0.80 1.78 0.74 0.001
C 0.37 0.91 -1.43 -0.209
N -0.22 2.11 -1.97 0.022
H 1.18 -2.72 1.81 0.040
H -0.20 -3.73 1.32 0.048
H 1.84 -0.52 0.20 0.141
H 0.64 -1.01 1.53 0.167
H -1.79 -0.21 -0.08 0.090
H -1.79 1.53 0.28 0.085
H -1.40 0.37 1.55 0.091
H 0.54 1.80 1.66 0.101
H 1.45 0.96 -1.60 0.123
H -0.01 0.04 -1.95 0.114
H 0.06 2.92 -1.42 0.072
H -1.23 2.05 -1.97 0.068